No. 1
The following is a quantum chemistry calculation of a molecular structure, C32H47Cl3LaN3O3SSi at a distorted geometry, from the OMol25 dataset.

The geometry in XYZ format:
```
91
Properties=species:S:1:pos:R:3:lowdin_charge:R:1
C -5.59 3.20 -0.73 -0.063
C -4.79 2.20 -1.50 -0.228
H -6.50 3.49 -1.27 0.069
H -4.99 4.10 -0.56 0.085
H -5.89 2.83 0.26 0.078
C -4.69 2.24 -2.85 -0.150
C -5.25 3.33 -3.70 -0.124
H -4.18 1.47 -3.43 0.087
H -4.80 4.29 -3.42 0.072
H -6.34 3.44 -3.64 0.070
H -4.99 3.16 -4.74 0.059
La 1.73 0.63 0.63 1.298
Cl 0.06 -1.11 2.16 -0.141
Cl 3.74 2.32 1.16 -0.305
C 1.06 -2.22 -0.79 -0.294
O 1.92 -1.28 -0.78 -0.252
N 0.88 -2.99 -1.85 -0.154
C 1.67 -2.71 -3.04 -0.020
C 0.05 -4.19 -1.81 -0.030
H 0.43 -2.42 0.08 0.064
H 1.61 -1.64 -3.28 0.089
H 1.26 -3.30 -3.86 0.095
H 2.73 -2.97 -2.87 0.093
H -0.72 -4.08 -1.04 0.097
H 0.66 -5.08 -1.58 0.096
H -0.43 -4.32 -2.79 0.084
H -1.09 3.40 -1.49 0.065
H -1.31 2.80 -4.64 0.095
C -0.24 3.78 -2.07 -0.040
C -0.27 3.12 -4.48 -0.038
N 0.15 2.85 -3.12 -0.169
H 0.60 3.96 -1.40 0.087
C 0.93 1.79 -2.83 -0.275
O 1.43 1.58 -1.70 -0.224
H 0.38 2.56 -5.16 0.090
H 1.05 1.08 -3.68 0.140
H -0.55 4.71 -2.55 0.092
H -0.20 4.20 -4.67 0.096
O -3.16 1.86 0.27 -0.305
C -3.99 1.22 -0.59 -0.482
C -2.37 0.57 -2.43 -0.077
C -3.26 0.14 -1.45 -0.152
H -2.25 1.66 -2.56 0.095
C -1.78 -0.32 -3.34 -0.099
H -4.79 0.62 -0.05 0.126
C -3.56 -1.22 -1.35 -0.025
H -1.11 0.04 -4.12 0.083
C -2.10 -1.68 -3.25 -0.130
C -2.96 -2.12 -2.24 -0.110
H -4.29 -1.60 -0.62 0.113
H -1.67 -2.40 -3.96 0.089
H -3.19 -3.19 -2.15 0.096
Si -1.18 2.90 2.89 0.429
Cl -0.34 2.14 0.86 0.254
C 0.08 4.26 3.29 -0.220
C -0.67 1.65 4.18 -0.219
C -2.86 3.59 2.69 -0.201
H 1.10 4.01 2.97 0.019
H 0.12 4.42 4.38 0.033
H -0.22 5.19 2.83 0.022
H -2.80 4.42 1.98 0.045
H -3.20 3.98 3.66 0.046
H -3.57 2.86 2.28 0.022
H -0.41 0.69 3.73 -0.081
H -1.47 1.48 4.92 0.041
H 0.22 2.03 4.71 0.037
N 3.19 -0.51 2.28 -0.564
S 2.99 -1.94 2.95 0.949
C 3.96 -3.01 1.89 -0.384
C 4.49 -2.52 0.69 -0.085
C 4.85 -3.42 -0.32 -0.073
C 4.85 -4.79 -0.06 -0.081
C 4.37 -5.28 1.16 -0.080
C 3.87 -4.39 2.12 -0.083
C 3.64 -1.84 4.59 -0.387
C 4.98 -2.11 4.88 -0.067
C 5.49 -1.66 6.11 -0.071
C 4.65 -1.07 7.05 -0.070
C 3.27 -1.02 6.82 -0.069
C 2.75 -1.41 5.60 -0.067
H 4.00 -0.02 2.66 -0.002
H 4.59 -1.44 0.54 0.101
H 5.14 -3.02 -1.30 0.110
H 5.22 -5.50 -0.81 0.106
H 4.36 -6.35 1.37 0.107
H 3.39 -4.74 3.03 0.115
H 5.60 -2.62 4.14 0.114
H 6.56 -1.78 6.31 0.109
H 5.06 -0.69 8.00 0.110
H 2.59 -0.66 7.59 0.110
H 1.70 -1.37 5.36 0.111
```

HOMO level: -6.00 eV
ΔE to the lowest compared entry with this formula, charge and spin: 2.329 eV


No. 2
The following is a quantum chemistry calculation of 8 unconnected molecules or ions with the total composition H16O8 at a distorted geometry, from the OMol25 dataset.

The geometry in XYZ format:
```
24
Properties=species:S:1:pos:R:3:nbo_charge:R:1
H -0.66 0.32 -0.38 0.475
H -0.32 -1.12 -0.75 0.449
H -4.33 -1.37 -0.36 0.483
H -5.32 -2.21 0.43 0.453
H -0.03 -3.72 0.10 0.471
H 0.64 -2.73 -0.83 0.447
H 3.50 1.88 1.54 0.475
H 2.72 2.72 0.54 0.473
H 0.91 0.91 2.42 0.470
H 1.10 1.93 1.31 0.469
H -0.87 3.83 -0.94 0.474
H 0.11 3.90 -2.10 0.468
H -3.27 -0.02 0.51 0.496
H -2.86 -0.11 -0.95 0.464
H 4.01 -1.96 0.01 0.470
H 4.94 -1.97 -1.19 0.464
O -0.71 -0.58 -0.04 -0.924
O -4.77 -1.42 0.49 -0.960
O 0.83 -3.37 -0.13 -0.916
O 3.08 1.83 0.67 -0.938
O 0.41 1.44 1.78 -0.948
O -0.04 4.24 -1.21 -0.941
O -3.60 0.14 -0.38 -0.938
O 4.52 -2.55 -0.55 -0.935
```

Structure (SMILES): O.O.O.O.O.O.O.O
HOMO level: -10.77 eV
ΔE to the lowest compared entry with this formula, charge and spin: 3.702 eV